The following is a quantum chemistry calculation of C53H61ClN2O5P3Si2Y as an isolated structure at a distorted geometry, from the Open Molecules 2025 dataset.

Properties
Energy above the lowest of the compared OMol25 structures with the same formula, charge and spin   120.02 kJ/mol
Gap between HOMO and LUMO   6.5 eV
HOMO energy   -2.4 eV
Total charge   -2

Last column: Löwdin charge in e.
Geometry (Å):
Y (-0.048, -0.052, 0.349)  1.347
C (0.871, -4.210, -1.669)  -0.178
Si (2.154, -2.862, -1.381)  0.295
C (2.136, -1.804, -2.929)  -0.187
C (3.824, -3.775, -1.373)  -0.187
N (1.723, -1.936, -0.029)  -0.295
P (2.377, -1.432, 1.350)  0.626
C (1.355, -0.430, 2.268)  -0.519
P (0.379, -1.068, 3.524)  0.625
N (-1.146, -1.360, 3.218)  -0.258
Si (-2.418, -1.472, 4.345)  0.314
C (-3.878, -2.361, 3.548)  -0.171
C (-3.075, 0.176, 4.938)  -0.164
C (-2.030, -2.522, 5.878)  -0.179
C (1.072, -2.540, 4.389)  -0.280
C (0.490, -3.769, 4.080)  -0.111
C (0.899, -4.934, 4.709)  -0.099
C (1.902, -4.886, 5.667)  -0.108
C (2.519, -3.677, 5.952)  -0.097
C (2.121, -2.516, 5.302)  -0.110
C (0.446, 0.257, 4.824)  -0.260
C (0.200, 1.550, 4.347)  -0.093
C (0.138, 2.630, 5.209)  -0.088
C (0.317, 2.446, 6.577)  -0.120
C (0.544, 1.171, 7.067)  -0.111
C (0.598, 0.085, 6.196)  -0.112
C (3.846, -0.342, 1.016)  -0.297
C (4.820, -0.703, 0.089)  -0.077
C (5.956, 0.073, -0.095)  -0.097
C (6.130, 1.233, 0.649)  -0.114
C (5.155, 1.614, 1.561)  -0.090
C (4.023, 0.829, 1.745)  -0.115
C (3.335, -2.781, 2.176)  -0.268
C (3.038, -4.115, 1.934)  -0.107
C (3.798, -5.129, 2.506)  -0.094
C (4.860, -4.813, 3.337)  -0.109
C (5.149, -3.481, 3.609)  -0.097
C (4.387, -2.475, 3.039)  -0.085
H (1.136, -4.811, -2.546)  0.021
H (-0.108, -3.761, -1.843)  0.000
H (0.779, -4.881, -0.810)  0.021
H (2.067, -2.418, -3.834)  0.024
H (3.032, -1.181, -3.006)  0.025
H (1.277, -1.128, -2.904)  -0.023
H (3.690, -4.787, -1.766)  0.019
H (4.254, -3.867, -0.374)  0.005
H (4.555, -3.266, -2.007)  0.016
H (-4.321, -1.728, 2.775)  0.013
H (-4.650, -2.557, 4.299)  0.023
H (-3.590, -3.317, 3.100)  0.020
H (-3.275, 0.797, 4.061)  0.021
H (-2.370, 0.706, 5.584)  0.012
H (-4.016, 0.045, 5.482)  0.023
H (-1.913, -3.575, 5.610)  0.014
H (-2.845, -2.443, 6.606)  0.019
H (-1.108, -2.209, 6.372)  0.004
H (-0.309, -3.782, 3.347)  0.100
H (0.433, -5.880, 4.457)  0.096
H (2.215, -5.790, 6.177)  0.091
H (3.321, -3.639, 6.681)  0.097
H (2.635, -1.583, 5.500)  0.109
H (0.049, 1.701, 3.284)  0.056
H (-0.053, 3.620, 4.813)  0.099
H (0.265, 3.289, 7.256)  0.086
H (0.680, 1.014, 8.131)  0.089
H (0.751, -0.905, 6.605)  0.078
H (4.687, -1.603, -0.497)  0.068
H (6.705, -0.225, -0.820)  0.091
H (7.019, 1.838, 0.516)  0.087
H (5.271, 2.530, 2.128)  0.095
H (3.247, 1.108, 2.450)  0.091
H (2.212, -4.353, 1.272)  0.095
H (3.562, -6.166, 2.296)  0.098
H (5.456, -5.601, 3.783)  0.091
H (5.970, -3.228, 4.269)  0.096
H (4.611, -1.436, 3.251)  0.109
O (-3.303, 1.408, -1.969)  0.039
C (-2.577, 0.469, -1.653)  -0.621
O (-1.293, 0.485, -1.621)  -0.210
C (-3.233, -0.871, -1.319)  -0.099
C (-2.304, -2.036, -1.657)  -0.262
C (-3.078, -3.360, -1.536)  -0.097
C (-3.090, -3.571, 0.001)  -0.101
C (-2.462, -2.266, 0.479)  -0.270
O (-1.425, -2.072, -0.513)  -0.156
C (-3.437, -1.094, 0.222)  -0.092
C (-3.176, 0.160, 1.084)  -0.609
O (-4.122, 0.619, 1.714)  0.026
O (-1.982, 0.629, 1.079)  -0.169
H (-4.179, -0.909, -1.856)  0.149
H (-1.727, -1.909, -2.569)  0.146
H (-4.078, -3.260, -1.958)  0.109
H (-2.564, -4.171, -2.053)  0.099
H (-4.085, -3.727, 0.418)  0.109
H (-2.451, -4.410, 0.282)  0.111
H (-2.032, -2.280, 1.477)  0.098
H (-4.461, -1.392, 0.445)  0.140
C (1.269, 1.455, -5.368)  -0.299
P (0.239, 1.378, -3.815)  1.051
C (0.074, 3.179, -3.463)  -0.376
C (-0.774, 3.585, -2.428)  -0.110
C (-0.838, 4.917, -2.048)  -0.084
C (-0.058, 5.872, -2.686)  -0.110
C (0.791, 5.481, -3.711)  -0.112
C (0.859, 4.147, -4.092)  -0.107
C (-1.342, 1.029, -4.698)  -0.363
C (-1.504, -0.275, -5.171)  -0.121
C (-2.649, -0.655, -5.855)  -0.105
C (-3.666, 0.267, -6.065)  -0.113
C (-3.523, 1.560, -5.584)  -0.090
C (-2.371, 1.940, -4.909)  -0.077
H (2.280, 1.790, -5.131)  0.028
H (0.843, 2.081, -6.155)  0.036
H (1.345, 0.430, -5.737)  0.021
H (-1.386, 2.849, -1.920)  0.087
H (-1.491, 5.199, -1.232)  0.105
H (-0.103, 6.910, -2.380)  0.089
H (1.412, 6.213, -4.215)  0.087
H (1.539, 3.870, -4.886)  0.074
H (-0.722, -1.005, -4.982)  0.095
H (-2.753, -1.673, -6.213)  0.091
H (-4.569, -0.025, -6.588)  0.088
H (-4.323, 2.279, -5.718)  0.097
H (-2.284, 2.946, -4.523)  0.101
Cl (0.630, 2.869, 0.772)  0.408
C (1.452, 1.645, -0.345)  -0.632
H (2.503, 1.677, -0.063)  -0.047
H (1.383, 2.106, -1.332)  -0.066

***

The following is a quantum chemistry calculation of an isolated ion of composition C23H28NO2S and charge +1 at a distorted geometry, from the Open Molecules 2025 dataset.

Properties
Energy above the lowest of the compared OMol25 structures with the same formula, charge and spin   1440.37 kJ/mol
Gap between HOMO and LUMO   6.4 eV
HOMO energy   -10.0 eV
Total charge   +1

Last column: natural (NBO) charge in e.
Geometry (Å):
C (3.167, -4.594, 1.070)  -0.363
C (2.693, -3.436, 1.845)  -0.222
C (2.504, -2.056, 1.097)  -0.492
C (1.018, -1.443, 1.000)  -0.056
C (-0.152, -2.573, 0.882)  -0.076
S (-0.599, -3.410, 2.458)  0.032
O (0.288, -3.442, -0.206)  -0.530
C (0.029, -2.597, -1.386)  -0.117
C (0.819, -1.208, -1.394)  -0.289
N (0.847, -0.419, -0.127)  -0.285
C (2.013, 0.544, -0.229)  -0.224
C (1.847, 1.655, -1.394)  -0.488
C (1.646, 3.146, -0.848)  -0.042
C (1.075, 4.185, -1.875)  -0.221
C (0.797, 5.669, -1.544)  -0.197
C (1.059, 6.177, -0.104)  -0.214
C (1.640, 5.161, 0.929)  -0.201
C (1.955, 3.660, 0.574)  -0.267
C (-0.356, 0.413, 0.214)  -0.360
C (-1.548, 0.430, -0.855)  0.561
O (-1.511, 0.940, -2.004)  -0.491
C (-2.985, -0.193, -0.437)  -0.160
C (-3.634, -1.421, -1.113)  -0.223
C (-5.058, -1.828, -0.586)  -0.197
C (-5.796, -1.029, 0.547)  -0.199
C (-5.122, 0.190, 1.235)  -0.197
C (-3.712, 0.594, 0.717)  -0.224
H (4.298, -4.824, 0.993)  0.214
H (2.440, -5.324, 0.576)  0.226
H (2.526, -3.593, 2.970)  0.224
H (3.129, -1.272, 1.680)  0.253
H (3.045, -2.146, 0.082)  0.239
H (0.841, -0.960, 2.039)  0.249
H (-1.155, -2.133, 0.497)  0.232
H (0.319, -3.069, 3.466)  0.153
H (0.457, -3.214, -2.268)  0.246
H (-1.098, -2.512, -1.617)  0.205
H (0.480, -0.637, -2.335)  0.285
H (1.918, -1.483, -1.637)  0.249
H (3.009, 0.030, -0.513)  0.254
H (2.174, 0.979, 0.811)  0.241
H (2.800, 1.694, -2.051)  0.258
H (0.989, 1.452, -2.117)  0.262
H (0.866, 3.832, -2.948)  0.228
H (0.405, 6.329, -2.392)  0.244
H (0.815, 7.264, 0.129)  0.246
H (1.822, 5.589, 1.982)  0.239
H (2.403, 2.970, 1.357)  0.216
H (-0.119, 1.523, 0.452)  0.303
H (-0.865, 0.059, 1.194)  0.271
H (-3.126, -1.985, -1.957)  0.237
H (-5.657, -2.703, -1.022)  0.246
H (-6.854, -1.310, 0.904)  0.248
H (-5.585, 0.832, 2.053)  0.249
H (-3.198, 1.502, 1.205)  0.228

***

The following is a quantum chemistry calculation of C5H8S as an isolated structure at a distorted geometry, from the Open Molecules 2025 dataset.

Properties
Energy above the lowest of the compared OMol25 structures with the same formula, charge and spin   358.36 kJ/mol
Gap between HOMO and LUMO   9.4 eV
HOMO energy   -8.6 eV
Total charge   0

Last column: natural (NBO) charge in e.
Geometry (Å):
C (0.219, 0.660, -1.329)  -0.218
C (0.854, 0.436, -0.246)  0.058
C (-0.366, -0.387, -0.511)  -0.143
C (2.017, 0.582, 0.680)  -0.661
C (-1.826, -0.010, 0.682)  -0.625
S (-0.314, -2.210, -0.868)  -0.072
H (0.244, 1.211, -2.214)  0.218
H (2.948, 0.945, 0.205)  0.237
H (2.056, -0.443, 0.934)  0.235
H (1.709, 1.115, 1.655)  0.241
H (-1.519, -0.496, 1.685)  0.205
H (-2.695, -0.508, 0.282)  0.199
H (-1.983, 1.054, 0.744)  0.196
H (-1.342, -1.949, -1.698)  0.131